The following is a quantum chemistry calculation of C29H35BInN11O3Sb as an isolated structure, from the OMol25 dataset.

Last column: Löwdin charge in e.
Geometry (Å):
In 0.0514 0.1679 -0.5925  0.8634
C 1.7168 -2.9559 2.0157  -0.0156
C 0.6269 -2.1809 1.6321  -0.1196
N 1.0334 -1.0832 0.9977  -0.0146
N 2.3948 -1.1186 0.9688  0.0417
C 2.8146 -2.2512 1.5629  -0.0450
B 3.1678 0.1480 0.4382  -0.6166
N 2.4365 1.3948 1.0155  0.0292
C 2.8893 2.2495 1.9490  -0.0212
C 1.8867 3.1551 2.2308  -0.0162
C 0.8284 2.7765 1.4040  -0.1088
N 1.1656 1.7142 0.6714  -0.0107
N 3.0559 0.1481 -1.1344  0.0415
C 4.0216 0.0469 -2.0612  -0.0284
C 3.4419 0.0519 -3.3192  -0.0101
C 2.0780 0.1651 -3.0841  -0.1116
N 1.8485 0.2236 -1.7682  -0.0394
N 4.6111 0.2158 0.8747  -0.0257
C 5.2638 -0.2335 1.9913  -0.0844
C 6.4650 0.4082 2.0628  -0.0443
C 6.4703 1.2679 0.9417  -0.1273
N 5.3576 1.1691 0.2407  0.0663
H 1.7154 -3.8974 2.5391  0.1123
H -0.4284 -2.3678 1.7602  0.1163
H 3.8573 -2.5125 1.6076  0.1283
H 3.8927 2.1763 2.3418  0.1329
H 1.9224 3.9805 2.9226  0.1100
H -0.1445 3.2339 1.2958  0.1133
H 5.0610 0.0036 -1.7778  0.1270
H 3.9503 -0.0060 -4.2676  0.1140
H 1.2473 0.1883 -3.7744  0.1256
H 4.8331 -0.9464 2.6707  0.1109
H 7.2346 0.2853 2.8080  0.1054
H 7.2410 1.9570 0.6257  0.1140
O -3.6237 1.6078 0.9134  -0.0663
C -2.5423 1.3908 0.3423  -0.5589
O -1.8063 0.3563 0.5455  -0.1230
C -2.0288 2.4472 -0.6103  -0.1896
C -2.6934 3.6475 -0.7690  0.0355
C -2.1253 4.6059 -1.5978  -0.0031
C -0.9269 4.3280 -2.2332  -0.0012
C -0.3296 3.0949 -2.0273  -0.0683
N -0.8774 2.1777 -1.2321  0.0383
H -3.6237 3.8164 -0.2470  0.1315
H -2.6100 5.5641 -1.7365  0.1281
H -0.4531 5.0558 -2.8762  0.1256
H 0.6078 2.8311 -2.5009  0.1256
C -3.2903 0.1871 -3.8409  0.0433
C -2.4935 -0.5179 -2.7831  -0.4678
O -1.3492 -0.1296 -2.4878  -0.0259
N -3.0412 -1.5959 -2.2114  0.1173
C -2.3495 -2.3841 -1.1970  -0.0894
C -1.0431 -2.9677 -1.6844  -0.2471
C -1.0186 -4.1703 -2.3678  0.0064
C 0.1981 -4.6880 -2.7820  -0.0196
C 1.3545 -3.9876 -2.4839  -0.0141
C 1.2442 -2.7882 -1.8031  -0.0990
N 0.0720 -2.2741 -1.4168  0.0707
H -3.1151 1.2583 -3.7648  0.0926
H -4.3583 -0.0180 -3.7701  0.0936
H -2.9365 -0.1385 -4.8210  0.1081
H -3.9629 -1.8751 -2.5005  0.1552
H -3.0212 -3.1836 -0.8943  0.1389
H -2.1555 -1.7573 -0.3287  0.0887
H -1.9417 -4.7015 -2.5669  0.1274
H 0.2426 -5.6286 -3.3185  0.1254
H 2.3290 -4.3573 -2.7726  0.1221
H 2.1320 -2.2176 -1.5545  0.1044
C -3.9937 -1.9714 3.8088  -0.2674
Sb -3.8930 -0.1041 2.7191  1.5740
C -5.6921 0.9005 3.2214  -0.2589
C -2.4086 0.9143 3.8349  -0.2419
H -4.3943 -1.7051 4.7914  0.0264
H -2.9882 -2.3786 3.9035  0.0070
H -4.6536 -2.6730 3.3045  0.0098
H -5.8819 0.7335 4.2823  0.0276
H -6.5151 0.5140 2.6248  0.0206
H -5.5419 1.9576 3.0119  0.0207
H -2.8944 1.3127 4.7267  0.0314
H -1.9872 1.7276 3.2468  0.0107
H -1.6275 0.2101 4.1144  0.0222

Properties
HOMO energy (alpha / beta)   -13.45 / -13.45 eV
Multiplicity   2
Molecular weight   833.06 g mol⁻¹
Gap between HOMO and LUMO (alpha / beta)   0.30237 / 0.24250 Eh
Energy above the lowest of the compared OMol25 structures with the same formula, charge and spin   0.00 kJ/mol
Net charge   +2